# 1
C26H73NO18 | ωB97M-V/def2-TZVPD

E_LUMO (spin up / spin down) = -2.21 / -8.14 eV
Electronic energy = -66472.650 eV
HOMO-LUMO gap (spin up / spin down) = 0.32027 / 0.10239 Eh

The geometry in ORCA input format:
```
! RIJCOSX wB97M-V def2-TZVPD def2/J DEFGRID3
* xyz 1 2
C 0.623 -6.262 1.011
C 1.415 -7.311 0.185
O 0.493 -7.745 -0.776
O 0.469 -5.094 0.356
H 1.011 -5.990 1.993
H -0.386 -6.637 1.183
H 1.717 -8.213 0.717
H 2.354 -6.961 -0.246
H -0.049 -6.962 -0.896
H 1.277 -4.616 0.153
C -5.325 -1.467 0.669
C -5.055 -1.892 -0.802
O -5.922 -1.297 -1.745
O -4.834 -0.165 0.822
H -4.708 -2.164 1.236
H -6.354 -1.339 1.003
H -5.248 -2.965 -0.822
H -4.005 -1.642 -0.952
H -6.016 -0.344 -1.679
H -3.875 -0.176 0.777
C 2.017 1.118 4.361
C 1.144 -0.002 4.859
O 1.168 -0.043 6.230
O 3.336 0.540 4.529
H 1.908 2.124 4.767
H 1.894 1.155 3.278
H 1.478 -0.993 4.553
H 0.174 0.091 4.371
H 2.001 -0.395 6.551
H 3.324 -0.153 5.194
C -2.382 3.538 2.772
C -1.510 2.513 3.331
O -0.764 1.815 2.400
O -1.722 4.495 1.969
H -2.894 4.005 3.614
H -3.126 2.937 2.250
H -2.118 1.811 3.901
H -0.812 3.002 4.010
H -0.323 2.414 1.793
H -1.211 4.941 2.648
C 3.380 -1.515 1.160
C 4.473 -1.191 2.135
O 5.690 -1.679 1.563
O 3.128 -2.843 0.738
H 3.613 -0.872 0.312
H 2.542 -0.906 1.500
H 4.364 -1.773 3.050
H 4.723 -0.199 2.510
H 6.443 -1.388 2.083
H 3.895 -3.243 0.320
C -1.099 3.762 -1.110
C -0.003 2.762 -0.643
O 0.660 3.365 0.495
O -2.315 3.591 -0.443
H -1.250 3.629 -2.181
H -0.735 4.779 -0.959
H 0.813 2.641 -1.355
H -0.295 1.736 -0.421
H 1.540 2.983 0.522
H -2.026 3.660 0.470
C -0.423 -3.837 5.866
C -1.206 -4.700 6.908
O -0.778 -6.170 6.710
O -0.694 -2.447 6.116
H -0.570 -4.172 4.840
H 0.641 -4.047 5.981
H -2.275 -4.600 6.724
H -1.072 -4.257 7.895
H -0.822 -6.609 7.563
H 0.151 -2.040 6.322
C -2.352 0.616 -3.211
O -1.624 1.572 -3.931
C -2.311 2.206 -4.933
C -1.476 3.305 -5.648
N -1.026 4.413 -4.748
C -0.221 5.468 -5.389
C 1.238 5.081 -5.429
O 1.815 5.613 -4.247
C 3.223 5.912 -4.416
H -3.158 0.934 -2.549
H -1.688 0.087 -2.526
H -2.837 -0.118 -3.854
H -3.155 2.852 -4.689
H -2.640 1.485 -5.681
H -2.106 3.926 -6.285
H -0.719 2.752 -6.206
H -0.344 3.804 -4.319
H -0.204 6.463 -4.945
H -0.620 5.559 -6.399
H 1.656 5.526 -6.332
H 1.461 4.024 -5.284
H 3.830 5.144 -3.936
H 3.368 6.761 -3.747
H 3.464 6.304 -5.404
C -0.164 -1.670 0.149
C -1.485 -1.790 0.914
C -1.272 -2.327 2.364
O -2.079 -0.571 1.059
H 0.056 -2.571 -0.424
H 0.642 -1.489 0.860
H -0.210 -0.989 -0.700
H -2.194 -2.415 0.372
H -1.912 -3.208 2.394
H -1.733 -1.621 3.055
H -0.256 -2.647 2.594
H -1.478 -0.053 1.600
C 3.539 0.153 -5.401
C 2.161 0.050 -4.871
C 1.944 -0.180 -3.412
O 1.550 1.258 -5.099
H 4.209 -0.686 -5.212
H 4.016 1.021 -4.947
H 3.350 0.412 -6.443
H 1.662 -0.790 -5.353
H 2.224 0.675 -2.797
H 2.567 -0.989 -3.030
H 0.951 -0.507 -3.102
H 0.683 1.158 -4.700
*
```

---

# 2
C26H74BF3HgO13S | ωB97M-V/def2-TZVPD

E_LUMO = -5.89 eV
Electronic energy = -78601.432 eV
HOMO-LUMO gap = 0.10465 Eh

The geometry in ORCA input format:
```
! RIJCOSX wB97M-V def2-TZVPD def2/J DEFGRID3
* xyz 0 1
Hg -10.897 -8.130 40.489
O -14.919 -7.993 36.907
H -14.625 -8.721 37.459
H -14.856 -7.251 37.513
H -14.242 -7.871 36.237
B -13.406 -10.520 39.703
H -14.224 -9.881 39.998
H -13.671 -11.495 39.326
H -12.806 -10.014 38.963
H -12.820 -10.586 40.607
C -9.267 -6.164 34.549
F -9.491 -6.062 33.242
F -7.939 -6.135 34.725
F -9.906 -5.146 35.095
S -9.978 -7.726 35.262
O -9.151 -8.840 34.766
O -9.857 -7.539 36.739
O -11.412 -7.774 34.922
C -12.926 -3.886 39.209
O -13.026 -5.188 39.567
H -13.193 -3.126 39.943
H -11.884 -3.630 39.019
H -13.462 -3.746 38.270
C -7.346 -3.706 39.840
C -6.955 -5.078 40.212
C -5.816 -5.135 41.239
O -8.131 -5.459 40.788
H -6.433 -3.115 39.773
H -7.886 -3.177 40.625
H -7.901 -3.629 38.905
H -6.860 -5.651 39.290
H -4.930 -4.934 40.636
H -5.947 -5.994 41.897
H -5.729 -4.292 41.924
H -8.246 -5.064 41.655
C -11.798 -11.700 29.832
C -10.667 -11.122 28.953
C -10.311 -9.667 29.327
O -9.649 -12.086 29.246
H -11.501 -11.820 30.874
H -12.052 -12.701 29.483
H -12.673 -11.051 29.825
H -10.806 -11.303 27.888
H -9.345 -9.420 28.885
H -10.081 -9.520 30.382
H -11.191 -9.106 29.012
H -9.542 -11.937 30.188
C -11.455 -14.441 36.417
C -10.526 -15.593 36.105
C -11.051 -16.941 36.570
O -10.294 -15.627 34.690
H -12.466 -14.631 36.054
H -11.025 -13.587 35.894
H -11.447 -14.413 37.507
H -9.538 -15.477 36.552
H -10.353 -17.653 36.129
H -11.967 -17.027 35.986
H -11.149 -17.048 37.650
H -9.653 -14.961 34.429
C -8.364 1.100 37.551
C -9.160 1.833 36.502
C -9.797 0.944 35.384
O -10.000 2.835 37.033
H -7.908 1.815 38.237
H -7.565 0.436 37.222
H -9.029 0.454 38.124
H -8.399 2.445 36.018
H -10.803 1.190 35.045
H -9.829 -0.081 35.754
H -9.235 0.734 34.474
H -10.858 2.416 36.944
C -5.313 -13.539 31.644
C -5.898 -12.357 32.487
C -5.542 -10.998 31.810
O -7.309 -12.472 32.699
H -5.438 -14.505 32.133
H -4.300 -13.218 31.401
H -5.893 -13.628 30.725
H -5.363 -12.381 33.437
H -5.742 -11.036 30.739
H -4.500 -10.766 32.028
H -6.149 -10.190 32.221
H -7.586 -11.719 33.226
C -14.041 -4.401 30.443
C -14.478 -3.553 31.694
C -13.437 -2.556 32.276
O -15.705 -2.922 31.451
H -13.210 -5.056 30.706
H -13.703 -3.767 29.624
H -14.761 -5.175 30.178
H -14.752 -4.296 32.443
H -13.273 -1.723 31.593
H -12.486 -3.077 32.388
H -13.755 -2.172 33.245
H -16.252 -3.508 30.923
C -6.960 -12.804 41.041
C -7.040 -11.372 40.546
C -5.976 -11.121 39.476
O -8.266 -11.009 39.906
H -7.743 -12.845 41.799
H -5.990 -12.859 41.535
H -7.182 -13.488 40.222
H -6.894 -10.727 41.413
H -5.519 -10.133 39.524
H -6.282 -11.265 38.440
H -5.056 -11.701 39.539
H -8.264 -11.530 39.100
C -9.336 -4.025 27.687
C -9.379 -4.523 26.237
C -8.134 -5.371 25.890
O -10.563 -5.308 26.060
H -9.464 -4.758 28.484
H -10.157 -3.343 27.910
H -8.421 -3.496 27.955
H -9.226 -3.733 25.501
H -7.258 -4.838 26.260
H -8.090 -5.363 24.801
H -8.309 -6.335 26.368
H -10.283 -6.103 25.600
*
```

---

Among the records above, which one has the highest electronic energy?
C26H73NO18

---

Among the records above, which one has the highest electronic energy?
C26H73NO18

---

Which value of electronic energy does entry 2 give?
-78601.432 eV